# 1
A cluster of 7 separate species, C6H20O6 in total. Source: the Open Molecules 2025 dataset; level of theory: the ωB97M-V functional and the def2-TZVPD basis.

Atoms and positions in Å:
C: 2.50657 -1.65822 -0.53254
C: 3.08413 -0.62994 0.14965
C: 2.85813 0.81975 -0.18362
C: 1.63216 1.11590 -0.66669
C: 1.07036 2.41627 -0.67348
C: -0.20236 2.58805 -0.94397
H: 2.69575 -2.68089 -0.23047
H: 1.74451 -1.69238 -1.39264
H: 3.79308 -0.89503 0.99869
H: 3.73313 1.47469 -0.14140
H: 0.90997 0.32733 -0.82892
H: 1.76032 3.21382 -0.20767
H: -0.89376 1.91563 -1.54841
H: -0.81558 3.54066 -0.82275
O: -3.43082 0.67942 0.89639
H: -3.41335 -0.28979 0.68516
H: -3.34698 0.71601 1.85586
O: -0.63986 1.36669 3.47636
H: -0.32285 0.71931 3.03051
H: -0.82388 2.10750 2.86164
O: -0.44498 -1.60785 -1.83081
H: -0.38231 -0.76612 -2.26310
H: -1.39750 -1.37074 -1.65772
O: -0.00077 -3.58509 0.69132
H: -0.45680 -2.75391 0.43845
H: 0.89494 -3.51154 0.28895
O: -1.18261 -0.67513 1.22060
H: -0.89574 -0.93458 0.34619
H: -1.46842 -1.43626 1.76459
O: -2.05552 0.39459 -2.15171
H: -2.97937 0.47776 -2.47566
H: -1.99265 1.34659 -2.01458

Calculated values
* 2S+1: 1
* LUMO energy: 0.07 eV
* F_max: 9.517 eV Å⁻¹
* SMILES string: C=C/C=C/C=C.O.O.O.O.O.O


# 2
The molecule C15H23NO3Si. Source: the Open Molecules 2025 dataset; level of theory: the ωB97M-V functional and the def2-TZVPD basis.

Atoms and positions in Å:
C: 1.23189 3.50633 1.13321
C: 0.43741 2.37337 0.49584
C: -1.15736 2.60258 0.55046
N: -2.01852 1.50047 -0.02752
C: -2.59264 0.45266 0.87709
C: -1.47731 -0.34692 1.57318
C: -2.01481 -1.45104 2.53768
O: -0.72348 -1.02566 0.63609
Si: 0.51325 -0.22185 -0.10592
C: 1.96501 -1.44190 -0.23274
C: 2.71546 -1.84569 0.86980
C: 3.83732 -2.67353 0.64653
C: 4.14267 -2.96536 -0.67952
C: 3.35849 -2.55024 -1.73641
C: 2.27272 -1.75127 -1.59803
O: 0.88142 1.09106 0.86513
O: 0.08853 0.49042 -1.58692
C: -1.19797 0.34484 -2.15016
C: -1.78296 -1.06669 -1.97628
C: -2.13686 1.37592 -1.54548
H: 1.02600 4.45767 0.61257
H: 1.00597 3.63759 2.21541
H: 2.29510 3.31333 1.08626
H: 0.61015 2.35878 -0.60456
H: -1.26862 3.54055 -0.01499
H: -1.51485 2.75788 1.53589
H: -3.28125 -0.16012 0.26027
H: -3.19299 0.90407 1.68079
H: -0.76088 0.36864 2.09540
H: -2.79608 -1.95900 1.96546
H: -2.52938 -1.12720 3.50083
H: -1.20029 -2.19760 2.69762
H: 2.63357 -1.29977 1.78989
H: 4.46020 -3.09587 1.39461
H: 5.12077 -3.32353 -0.88573
H: 3.68043 -2.80573 -2.75203
H: 1.55519 -1.43615 -2.30631
H: -1.12603 0.55137 -3.19313
H: -2.12819 -1.27459 -1.00080
H: -2.61889 -1.25608 -2.60925
H: -1.04301 -1.90364 -2.19437
H: -2.07754 2.39177 -2.02847
H: -3.19163 1.16015 -1.79136

Calculated values
* 2S+1: 1
* LUMO energy: 0.86 eV
* F_max: 3.925 eV Å⁻¹
* SMILES string: C[C@@H]1CN2C[C@@H](C)O[Si](c3ccccc3)(O1)O[C@@H](C)C2


# 3
The ion C8H14IO4S with charge -1. Source: the Open Molecules 2025 dataset; level of theory: the ωB97M-V functional and the def2-TZVPD basis.

Atoms and positions in Å:
C: -0.97802 1.56975 -2.11390
S: -0.30122 0.11801 -1.80836
O: 0.91433 -0.05489 -2.58968
C: 0.17432 -0.57092 -0.12689
C: 0.27563 0.47479 0.96670
C: 1.66286 1.29333 0.99142
C: 2.72103 0.41206 1.71006
C: 2.32928 0.14755 3.12207
O: -1.29010 -1.04907 -2.27997
C: -2.65120 -1.02603 -1.58505
O: -2.75199 -0.11948 -0.76120
O: -2.89030 -2.44837 -1.38045
C: -3.48944 -1.79311 -2.43685
I: -5.58107 -1.79548 -2.15095
H: -1.97506 1.71329 -1.57296
H: -0.09953 2.27246 -1.83372
H: 1.07979 -1.07394 -0.43753
H: -0.49556 -1.35470 0.16223
H: -0.49227 1.27179 0.64040
H: 0.18871 0.23121 2.02243
H: 1.47181 2.18420 1.54115
H: 2.03206 1.42787 0.01301
H: 3.67679 0.86804 1.68227
H: 2.82122 -0.54222 1.13752
H: 1.27834 0.47703 3.32540
H: 2.94917 0.42717 4.00437
H: 2.39271 -0.99520 3.17599
H: -2.97230 -2.06516 -3.41752

Calculated values
* 2S+1: 1
* LUMO energy: 2.74 eV
* charge: -1
* F_max: 3.799 eV Å⁻¹
* SMILES string: C=[S@@](=O)(CCCCC)O[C@]1([O-])O[C@H]1I


# 4
A cluster of 2 separate species, C4H13N3O2 in total. Source: the Open Molecules 2025 dataset; level of theory: the ωB97M-V functional and the def2-TZVPD basis.

Atoms and positions in Å:
C: 1.10191 -2.54231 0.30159
C: 0.76371 -1.01779 0.08503
N: 1.88163 -0.18259 0.47756
C: -0.56070 -0.56566 0.78961
N: -1.63463 -0.16313 -0.07886
C: -1.78998 1.20816 -0.26715
N: -2.10720 1.53793 -1.59701
O: -1.83105 2.03139 0.60295
H: 1.60541 -2.85273 -0.64905
H: 1.70704 -2.68235 1.17865
H: 0.20360 -3.14262 0.44506
H: 0.56854 -0.96941 -0.99407
H: 2.36869 -0.55466 1.28057
H: 2.55277 -0.12424 -0.27991
H: -0.44595 0.16348 1.60047
H: -0.94639 -1.43746 1.36950
H: -1.80599 -0.77523 -0.86102
H: -2.21283 2.50688 -1.84165
H: -2.51355 0.92845 -2.28373
O: 1.18341 3.25415 0.26718
H: 1.58072 2.41728 0.53812
H: 0.33084 2.96248 -0.08386

Calculated values
* 2S+1: 1
* LUMO energy: 0.66 eV
* F_max: 3.246 eV Å⁻¹
* SMILES string: C[C@H](N)CNC(N)=O.O


| no. | frontier orbital gap (eV) | HOMO level (eV) |
| --- | --- | --- |
| 1 | 8.52 | -8.45 |
| 2 | 8.95 | -8.09 |
| 3 | 7.46 | -4.72 |
| 4 | 10.02 | -9.36 |